(1)
{"formula": "C30H48IrNOP2S", "method": "wB97M-V/def2-TZVPD", "gap_ev": [8.70, 6.80], "multiplicity": 5, "e_homo_ev": [-13.2, -14.1], "charge": 2, "s_squared": 6.05, "species": ["Ir", "S", "P", "P", "O", "N", "C", "C", "C", "C", "C", "C", "C", "C", "C", "C", "C", "C", "C", "C", "C", "C", "C", "C", "C", "C", "C", "C", "C", "C", "C", "C", "C", "C", "C", "C", "H", "H", "H", "H", "H", "H", "H", "H", "H", "H", "H", "H", "H", "H", "H", "H", "H", "H", "H", "H", "H", "H", "H", "H", "H", "H", "H", "H", "H", "H", "H", "H", "H", "H", "H", "H", "H", "H", "H", "H", "H", "H", "H", "H", "H", "H", "H", "H"], "positions_angstrom": [[-0.773, -0.178, 0.589], [0.391, 0.359, 3.657], [-0.829, 2.091, -0.075], [-0.986, -2.121, -0.687], [0.243, -0.564, 2.422], [1.039, -0.002, -0.682], [1.729, 1.210, -0.550], [2.872, -2.056, -3.149], [3.120, 1.338, -0.574], [2.498, -0.949, -2.422], [1.032, -3.296, -2.246], [1.445, -0.826, 5.859], [1.876, -0.243, 4.507], [-3.633, -1.753, -1.368], [-2.239, -1.846, -1.996], [2.603, -4.474, -3.829], [0.084, -0.215, 6.205], [0.942, 2.364, -0.354], [-1.098, 4.593, 1.392], [3.704, 2.591, -0.509], [-1.738, 2.454, -1.623], [-2.001, 3.937, -1.883], [1.410, -1.012, -1.518], [2.936, 3.752, -0.440], [0.617, -2.199, -1.521], [-1.779, -4.877, -0.450], [-2.198, -2.818, -3.176], [-1.295, -3.632, 0.296], [3.577, 5.110, -0.406], [-0.729, -0.268, 4.917], [-0.061, -3.912, 1.160], [1.551, 3.611, -0.347], [2.182, -3.267, -3.045], [-2.919, 2.830, 1.514], [-0.976, 1.832, -2.800], [-1.417, 3.096, 1.345], [-0.424, -0.757, 6.999], [-0.034, 4.781, 1.521], [-3.664, -1.052, -0.530], [-3.970, -2.726, -1.006], [0.753, -4.326, 0.564], [1.360, -1.910, 5.786], [-3.501, 3.300, 0.720], [-1.093, -5.205, -1.230], [2.314, -0.966, 3.819], [-2.662, 4.386, -1.146], [-2.760, -4.733, -0.898], [-3.159, 1.764, 1.519], [-0.320, -4.644, 1.926], [-2.103, -3.304, 0.959], [3.031, -0.022, -2.563], [-0.952, -1.294, 4.613], [-2.847, -2.434, -3.964], [-1.639, 0.328, 4.914], [3.742, 0.455, -0.602], [3.670, -4.457, -4.042], [-1.073, 4.510, -1.920], [2.078, -4.506, -4.786], [-2.565, -3.806, -2.905], [2.928, 5.862, -0.854], [-1.447, 5.133, 0.515], [2.369, -5.394, -3.295], [-4.351, -1.418, -2.116], [-1.626, 1.792, -3.675], [2.190, -0.606, 6.621], [-0.621, 0.821, -2.593], [-1.200, -2.920, -3.600], [4.784, 2.670, -0.519], [2.550, 0.607, 4.598], [-1.958, -0.855, -2.369], [-1.607, 5.020, 2.258], [3.776, 5.416, 0.623], [0.199, 0.818, 6.543], [0.448, -4.207, -2.228], [-2.481, 4.038, -2.858], [-1.865, -5.693, 0.269], [3.717, -1.985, -3.822], [-0.106, 2.439, -3.054], [0.949, 4.507, -0.260], [4.526, 5.112, -0.938], [-0.887, 2.624, 2.182], [-3.259, 3.257, 2.457], [0.308, -3.015, 1.662], [-2.694, 1.934, -1.502]], "mulliken_spin": [1.870, 0.019, 0.500, 0.459, 0.063, 0.573, 0.093, -0.044, 0.114, 0.197, 0.006, 0.001, 0.005, 0.022, 0.036, -0.012, 0.002, -0.139, 0.027, -0.035, -0.032, 0.019, -0.087, 0.074, -0.025, 0.023, 0.026, -0.053, -0.003, -0.001, 0.008, -0.017, 0.143, 0.017, 0.011, -0.001, 0.000, 0.001, 0.001, 0.005, 0.000, 0.000, 0.001, 0.000, 0.001, -0.001, 0.000, 0.005, 0.000, 0.048, -0.004, 0.003, 0.000, 0.000, -0.006, 0.004, -0.002, 0.019, -0.003, 0.001, -0.004, 0.004, 0.004, 0.004, 0.001, 0.001, 0.001, 0.001, 0.001, -0.020, 0.002, 0.008, 0.000, 0.005, 0.001, 0.001, 0.002, -0.003, -0.006, 0.002, 0.014, 0.002, -0.007, 0.055]}

---

(2)
{"formula": "C30H48IrP2", "method": "wB97M-V/def2-TZVPD", "relative_energy_ev": 5.547, "gap_ev": [6.12, 5.96], "multiplicity": 5, "e_homo_ev": [-8.4, -10.6], "charge": 1, "s_squared": 6.05, "species": ["Ir", "P", "P", "C", "C", "C", "C", "C", "C", "C", "C", "C", "C", "C", "C", "C", "C", "C", "C", "C", "C", "C", "C", "C", "C", "C", "C", "C", "C", "C", "C", "C", "C", "H", "H", "H", "H", "H", "H", "H", "H", "H", "H", "H", "H", "H", "H", "H", "H", "H", "H", "H", "H", "H", "H", "H", "H", "H", "H", "H", "H", "H", "H", "H", "H", "H", "H", "H", "H", "H", "H", "H", "H", "H", "H", "H", "H", "H", "H", "H", "H"], "positions_angstrom": [[-0.196, -0.669, -0.607], [-1.234, 0.871, -1.820], [1.407, 1.217, 0.189], [-1.728, 0.547, -3.555], [-0.787, 1.197, -4.551], [1.344, -0.278, 4.597], [2.966, 0.412, -0.415], [0.649, 1.210, -4.024], [0.780, 0.527, -2.641], [-0.268, -1.805, 1.466], [2.283, 1.965, 1.647], [-2.908, 0.315, -1.241], [-2.828, 3.377, 1.824], [-0.313, -1.021, 2.764], [3.283, -1.911, 2.851], [-1.367, -2.842, 1.546], [-0.874, 2.993, 3.174], [-1.300, 1.592, 1.235], [0.690, 2.687, -0.738], [1.873, -1.653, 2.485], [-2.458, 2.292, 1.017], [-0.948, -2.396, -1.182], [0.967, -0.886, 3.298], [0.851, -0.885, -2.530], [0.670, -1.649, -3.861], [1.702, -3.442, 0.729], [1.137, -2.319, 1.496], [-1.571, -0.653, 3.460], [-2.004, 3.766, 2.896], [-0.853, -1.731, -4.285], [-1.684, -0.899, -3.394], [-0.588, 1.870, 2.387], [-0.614, 2.534, -1.528], [0.220, 1.235, 2.714], [3.530, 1.149, -1.014], [0.491, 3.417, 0.040], [-2.354, -0.381, 2.732], [2.073, 0.522, 4.447], [0.994, 2.261, -3.977], [1.521, -1.423, -1.858], [-2.746, 0.960, -3.641], [0.975, -3.859, 0.029], [-0.887, 0.666, -5.507], [-2.226, 4.647, 3.474], [-1.940, -1.499, 4.065], [-0.470, 3.025, -2.517], [2.610, -3.146, 0.181], [-2.031, -2.465, -0.980], [-1.001, -1.562, -5.369], [-2.861, 0.236, -0.143], [3.821, -2.416, 2.023], [-3.741, 3.924, 1.601], [2.788, -0.493, -1.006], [-1.157, -3.709, 0.912], [3.521, 0.089, 0.486], [1.812, -1.010, 5.270], [1.337, 0.808, -4.770], [-1.413, -3.222, 2.581], [1.056, -2.673, -3.783], [-1.428, 0.148, 4.195], [1.558, 1.075, -2.125], [1.492, 3.056, -1.363], [-3.593, 1.089, -1.571], [-3.239, -0.644, -1.622], [-0.215, 3.298, 3.998], [2.575, 1.135, 2.305], [3.409, -2.522, 3.776], [1.665, 2.677, 2.198], [-1.466, 2.989, -1.001], [-2.627, -1.375, -3.114], [-1.132, 2.220, -4.721], [1.242, -1.275, -4.751], [-0.312, -3.155, -0.713], [-1.156, -2.792, -4.190], [0.482, 0.162, 5.114], [3.819, -0.961, 3.011], [-3.137, 2.120, 0.181], [3.166, 2.472, 1.231], [2.023, -4.238, 1.418], [-2.345, -2.397, 1.315], [-0.784, -2.492, -2.253]], "mulliken_spin": [0.230, 0.031, 0.057, 0.150, 0.004, 0.012, 0.020, 0.048, 0.368, 0.184, 0.009, 0.142, 0.073, 0.202, -0.018, 0.043, 0.050, 0.519, 0.043, 0.221, 0.074, 0.015, 0.130, 0.109, 0.025, 0.013, 0.268, -0.026, -0.038, 0.101, 0.691, 0.096, 0.012, 0.019, 0.000, -0.010, 0.007, 0.006, 0.004, 0.016, 0.041, 0.001, 0.004, 0.000, 0.017, -0.009, 0.014, 0.014, 0.027, -0.024, -0.002, 0.003, 0.006, 0.000, 0.001, 0.005, 0.011, -0.004, -0.002, 0.009, 0.036, 0.000, 0.001, -0.002, 0.003, -0.007, 0.012, 0.003, 0.003, -0.096, -0.003, -0.006, 0.019, 0.022, -0.001, 0.007, 0.013, 0.003, 0.016, 0.002, -0.040]}